Entry 1:
{"formula": "C6H15N", "method": "wB97M-V/def2-TZVPD", "species": ["C", "C", "C", "C", "N", "C", "C", "H", "H", "H", "H", "H", "H", "H", "H", "H", "H", "H", "H", "H", "H", "H"], "coordinates": [[1.14, 0.33, -0.22], [1.46, 1.82, -0.29], [0.60, 2.68, -1.19], [-0.18, 0.08, 0.46], [-0.59, -1.32, 0.61], [-1.87, -1.46, 1.26], [-0.35, -2.19, -0.52], [1.95, -0.13, 0.35], [1.32, -0.19, -1.16], [1.50, 2.24, 0.72], [2.51, 1.92, -0.55], [1.06, 3.66, -1.31], [0.66, 2.30, -2.22], [-0.46, 2.70, -0.97], [-0.29, 0.54, 1.44], [-0.96, 0.59, -0.12], [-1.78, -2.10, 2.15], [-2.55, -2.08, 0.67], [-2.33, -0.52, 1.53], [-1.23, -2.73, -0.86], [0.54, -2.78, -0.30], [-0.18, -1.62, -1.43]], "mulliken_charge": [-0.66, -0.60, -1.16, -0.77, 0.34, -0.84, -0.85, 0.38, 0.42, 0.34, 0.36, 0.36, 0.31, 0.32, 0.45, 0.47, 0.37, 0.34, 0.37, 0.35, 0.35, 0.36], "orbital_gap_ev": [12.20, 7.68], "total_charge": 1, "multiplicity": 2}

***

Entry 2:
{"formula": "C6H15N", "method": "wB97M-V/def2-TZVPD", "species": ["C", "C", "C", "C", "C", "C", "N", "H", "H", "H", "H", "H", "H", "H", "H", "H", "H", "H", "H", "H", "H", "H"], "coordinates": [[0.47, -2.31, 1.67], [0.36, -1.69, 0.33], [-0.55, -0.41, 0.69], [-1.14, 0.47, -0.38], [-0.81, 2.00, -0.39], [0.03, 2.48, -1.71], [1.56, -1.32, -0.37], [-0.48, -2.18, 2.30], [1.30, -2.05, 2.42], [0.62, -3.46, 1.53], [-0.13, -2.47, -0.31], [0.17, 0.20, 1.35], [-1.45, -0.66, 1.36], [-2.26, 0.32, -0.53], [-0.60, 0.18, -1.48], [-0.21, 2.19, 0.47], [-1.58, 2.71, -0.31], [0.98, 1.97, -1.80], [-0.72, 2.39, -2.48], [0.36, 3.62, -1.61], [1.57, -0.48, -0.94], [2.51, -1.49, 0.20]], "mulliken_charge": [-1.31, 0.33, -0.84, -0.32, -0.67, -1.16, -0.10, 0.34, 0.39, 0.37, 0.27, 0.33, 0.38, 0.36, 0.20, 0.32, 0.47, 0.32, 0.35, 0.32, 0.28, 0.38], "orbital_gap_ev": [11.19, 6.06], "total_charge": 1, "multiplicity": 2}

***

Entry 3:
{"formula": "C6H15N2", "method": "wB97M-V/def2-TZVPD", "species": ["C", "C", "C", "C", "H", "H", "H", "H", "H", "H", "H", "H", "C", "N", "C", "N", "H", "H", "H", "H", "H", "H", "H"], "coordinates": [[-2.50, 0.13, -0.38], [-1.55, -0.80, 0.30], [-1.28, -0.68, 1.61], [-1.03, -1.98, -0.49], [-2.05, 0.58, -1.27], [-2.88, 0.87, 0.32], [-3.36, -0.43, -0.77], [-0.76, -1.45, 2.16], [-1.76, 0.08, 2.20], [-0.27, -2.54, 0.04], [-0.58, -1.62, -1.42], [-1.87, -2.62, -0.77], [0.87, 2.35, -0.45], [1.27, 1.01, -0.08], [2.56, 0.57, -0.13], [2.90, -0.73, 0.17], [-0.05, 2.58, 0.09], [0.69, 2.43, -1.53], [1.64, 3.05, -0.16], [0.56, 0.31, 0.03], [3.38, 1.26, -0.28], [2.20, -1.38, 0.49], [3.85, -0.99, 0.33]], "mulliken_charge": [-1.23, 0.66, -0.78, -1.14, 0.27, 0.34, 0.37, 0.28, 0.25, 0.28, 0.32, 0.38, -0.97, -0.04, -0.31, -0.32, 0.28, 0.27, 0.36, 0.10, 0.34, 0.11, 0.17], "orbital_gap_ev": [5.11, 9.43], "multiplicity": 2}

***

Entry 4:
{"formula": "C6H15N2", "method": "wB97M-V/def2-TZVPD", "species": ["C", "C", "C", "C", "C", "C", "N", "N", "H", "H", "H", "H", "H", "H", "H", "H", "H", "H", "H", "H", "H", "H", "H"], "coordinates": [[-0.62, 2.24, -0.49], [2.13, 0.22, 0.78], [1.12, -0.52, -1.42], [-2.23, -0.88, -0.89], [0.92, -0.46, 0.09], [-0.39, 0.20, 0.54], [-0.88, 1.41, 0.43], [-0.92, -0.58, 1.72], [-1.18, 3.11, -0.46], [0.18, 2.03, -1.14], [2.10, 1.24, 0.75], [3.15, -0.03, 0.32], [2.09, -0.09, 1.83], [1.91, -1.36, -1.67], [0.19, -0.54, -1.96], [1.68, 0.46, -1.73], [-1.60, -1.50, -1.61], [-2.36, 0.14, -1.05], [-2.78, -1.48, -0.15], [0.79, -1.48, 0.52], [-0.61, -1.50, 1.41], [-1.94, -0.52, 1.61], [-0.73, -0.08, 2.57]], "mulliken_charge": [-0.43, -1.46, -1.50, -0.93, 0.66, -0.20, -0.46, -0.06, 0.34, 0.25, 0.39, 0.36, 0.39, 0.33, 0.37, 0.37, 0.30, 0.45, 0.37, 0.29, 0.42, 0.40, 0.34], "orbital_gap_ev": [8.14, 8.46], "total_charge": 1}

***

Entry 5:
{"formula": "C6H15N2", "method": "wB97M-V/def2-TZVPD", "species": ["C", "C", "C", "C", "C", "C", "N", "N", "H", "H", "H", "H", "H", "H", "H", "H", "H", "H", "H", "H", "H", "H", "H"], "coordinates": [[1.71, 0.45, 0.90], [1.58, -0.11, -1.19], [0.94, -0.69, 0.20], [-1.69, 1.19, 0.80], [-1.95, -0.41, -1.23], [-1.48, -0.10, 0.17], [1.03, -1.94, 0.75], [2.12, 1.07, -0.41], [1.06, 1.09, 1.40], [2.53, -0.01, 1.29], [2.38, -0.61, -1.58], [0.85, 0.11, -2.06], [-1.96, 2.00, 0.12], [-0.85, 1.42, 1.46], [-2.66, 1.10, 1.46], [-1.65, -1.42, -1.42], [-1.70, 0.35, -2.00], [-3.02, -0.62, -1.27], [-1.55, -0.96, 0.84], [0.76, -2.67, -0.02], [1.86, -2.31, 1.24], [1.66, 1.97, -0.66], [3.15, 1.18, -0.53]], "mulliken_charge": [-0.89, -0.67, 0.37, -1.10, -1.26, 0.38, -0.50, -0.10, 0.22, 0.47, 0.38, 0.21, 0.30, 0.28, 0.32, 0.36, 0.28, 0.41, 0.31, 0.28, 0.25, 0.36, 0.34], "orbital_gap_ev": [7.72, 7.72], "total_charge": 1}

***

Entry 6:
{"formula": "C6H15N2", "method": "wB97M-V/def2-TZVPD", "species": ["C", "C", "C", "N", "H", "H", "H", "H", "H", "H", "H", "C", "C", "C", "N", "H", "H", "H", "H", "H", "H", "H", "H"], "coordinates": [[-1.52, -0.57, 1.87], [-1.40, 0.81, 1.29], [-0.28, 1.54, 1.32], [-0.11, 2.78, 0.71], [-0.55, -0.94, 2.22], [-2.21, -0.61, 2.71], [-1.91, -1.29, 1.14], [-2.30, 1.26, 0.88], [0.61, 1.16, 1.82], [0.45, 3.40, 1.26], [-0.98, 3.24, 0.46], [2.34, -1.32, -0.97], [1.27, -0.28, -1.28], [-0.94, -1.04, -1.97], [-0.07, -0.84, -1.06], [2.26, -1.64, 0.07], [2.24, -2.19, -1.61], [3.32, -0.87, -1.12], [1.35, 0.58, -0.62], [1.31, 0.07, -2.32], [-1.89, -1.46, -1.71], [-0.69, -0.75, -2.98], [-0.31, -1.04, -0.10]], "mulliken_charge": [-1.28, -0.33, 0.01, -0.51, 0.33, 0.35, 0.31, 0.30, 0.42, 0.25, 0.23, -1.14, -0.32, -0.04, 0.22, 0.36, 0.35, 0.35, 0.18, 0.37, 0.29, 0.25, 0.05], "orbital_gap_ev": 7.15, "total_charge": 1}

***

Entry 7:
{"formula": "C6H15N2", "method": "wB97M-V/def2-TZVPD", "species": ["C", "C", "C", "C", "N", "C", "N", "C", "H", "H", "H", "H", "H", "H", "H", "H", "H", "H", "H", "H", "H", "H", "H"], "coordinates": [[-0.38, -2.30, 1.54], [0.33, -1.18, 1.61], [1.36, -0.76, 0.57], [0.78, 0.39, -0.20], [1.87, 1.24, -0.92], [-0.40, 0.03, -1.26], [-1.36, 1.09, -1.10], [-2.22, 1.00, 0.19], [-1.40, -2.41, 1.97], [-0.19, -3.07, 0.84], [0.22, -0.38, 2.34], [2.19, -0.30, 1.12], [1.83, -1.59, -0.05], [0.27, 1.13, 0.51], [2.53, 0.56, -1.30], [1.52, 1.82, -1.71], [2.41, 1.73, -0.23], [-0.07, 0.03, -2.33], [-0.68, -1.07, -1.13], [-2.04, 0.95, -1.94], [-1.54, 0.58, 0.91], [-2.52, 2.07, 0.28], [-3.14, 0.51, -0.03]], "mulliken_charge": [-0.70, -0.42, -0.74, -0.14, -0.20, -0.78, -0.41, -0.73, 0.27, 0.33, 0.37, 0.41, 0.42, 0.32, 0.37, 0.37, 0.36, 0.46, 0.28, 0.31, 0.28, 0.25, 0.32], "orbital_gap_ev": 9.47, "total_charge": 1, "smiles": "C=CC[C@@H]([NH3+])CNC"}

***

Entry 8:
{"formula": "C6H15N2OPS2", "method": "wB97M-V/def2-TZVPD", "species": ["C", "C", "C", "S", "P", "S", "N", "C", "C", "O", "H", "H", "H", "H", "H", "H", "H", "H", "H", "H", "H", "H", "C", "N", "H", "H", "H"], "coordinates": [[-3.17, -2.83, -0.25], [-2.86, -1.35, 0.20], [-2.46, -0.47, -0.98], [-0.73, -0.93, -1.57], [0.20, -0.14, 0.10], [1.96, -1.45, -0.06], [0.89, 1.31, -0.47], [0.87, 2.49, 0.33], [1.69, 1.38, -1.61], [2.00, 2.45, -2.10], [-2.15, -3.41, -0.20], [-3.73, -3.43, 0.47], [-3.73, -2.75, -1.22], [-2.17, -1.51, 1.05], [-3.68, -0.79, 0.56], [-3.20, -0.65, -1.69], [-2.51, 0.49, -0.53], [2.65, -0.76, 0.90], [0.96, 3.46, -0.29], [-0.15, 2.38, 0.73], [1.74, 2.43, 1.08], [1.92, 0.39, -2.17], [4.48, 1.44, 0.49], [4.06, 0.54, 1.25], [5.48, 1.73, 0.44], [3.72, 1.68, -0.28], [4.62, 0.25, 2.03]], "mulliken_charge": [-1.02, -0.39, -0.87, -0.16, -0.01, -0.31, 0.21, -0.87, 0.10, -0.52, 0.23, 0.38, 0.28, 0.29, 0.38, 0.53, 0.33, 0.23, 0.29, 0.34, 0.26, 0.26, -0.28, -0.34, 0.33, 0.16, 0.15], "orbital_gap_ev": 9.27, "smiles": "CCCSP(S)N(C)C=O.C=N"}

***

Entry 9:
{"formula": "C6H15N2S", "method": "wB97M-V/def2-TZVPD", "species": ["C", "C", "C", "C", "C", "C", "N", "N", "S", "H", "H", "H", "H", "H", "H", "H", "H", "H", "H", "H", "H", "H", "H", "H"], "coordinates": [[1.21, -1.75, 0.43], [-1.54, -0.97, 0.29], [-0.23, -0.25, -1.67], [-1.18, 2.18, 0.22], [0.77, 1.17, 1.49], [-0.42, -0.20, -0.22], [2.08, -2.08, -0.50], [0.00, 1.17, 0.19], [1.04, -2.10, 1.96], [-1.63, -1.07, 1.37], [-1.32, -1.95, -0.15], [-2.61, -0.89, -0.03], [-0.47, 0.67, -2.25], [-0.69, -1.13, -2.26], [0.79, -0.34, -2.07], [-0.83, 3.20, -0.09], [-1.76, 1.99, -0.75], [-1.76, 2.06, 1.01], [1.55, 0.41, 1.48], [1.33, 2.15, 1.74], [0.03, 0.88, 2.29], [1.85, -2.34, -1.49], [3.04, -2.27, -0.49], [0.75, 1.48, -0.51]], "mulliken_charge": [0.22, -1.50, -1.59, -0.86, -0.83, 0.63, -0.36, 0.08, -0.14, 0.38, 0.45, 0.32, 0.39, 0.38, 0.44, 0.34, 0.33, 0.40, 0.31, 0.33, 0.38, 0.26, 0.19, 0.44], "orbital_gap_ev": [7.68, 7.68], "total_charge": 1}

***

Entry 10:
{"formula": "C6H15N2S", "method": "wB97M-V/def2-TZVPD", "species": ["C", "C", "C", "C", "C", "C", "N", "N", "S", "H", "H", "H", "H", "H", "H", "H", "H", "H", "H", "H", "H", "H", "H", "H"], "coordinates": [[-0.67, 0.23, 1.43], [0.01, 0.60, 0.18], [0.29, 2.01, -0.13], [-3.04, 0.54, 0.57], [-2.04, -0.43, 1.18], [2.98, -1.10, -0.92], [2.99, -1.88, -2.00], [0.38, -0.34, -0.63], [2.56, -1.62, 0.58], [-0.82, 1.11, 2.07], [-0.63, 2.59, -0.11], [0.78, 2.15, -1.09], [0.92, 2.42, 0.66], [-2.70, 0.92, -0.39], [-3.99, 0.03, 0.41], [-3.22, 1.38, 1.24], [-1.93, -1.30, 0.53], [-2.42, -0.79, 2.14], [3.31, -0.08, -1.07], [2.81, -2.87, -1.88], [3.47, -1.61, -2.84], [0.19, -1.31, -0.39], [0.81, -0.16, -1.53], [-0.03, -0.48, 1.96]], "mulliken_charge": [-0.75, 0.68, -1.33, -1.15, -0.34, -0.20, -0.29, -0.30, -0.29, 0.41, 0.34, 0.44, 0.34, 0.28, 0.37, 0.32, 0.35, 0.37, 0.42, 0.23, 0.25, 0.30, 0.28, 0.26], "orbital_gap_ev": 8.49, "total_charge": 1}

***

Looking at E_tot for the records above, in order, we have -292.03450; -291.95152; -347.01701; -346.69228; -346.70664; -346.84283; -346.79951; -1560.04361; -744.90546; -745.07170 Ha.
Looking at relative energy (zero: lowest compared OMol25 entry of this formula, charge and spin) for the records above, in order, we have 17.4; 69.4; 23.4; 138.2; 129.2; 43.8; 70.9; 0.0; 104.3; 0.0 kcal per mole.